Entry 1:
Below is CH7N5O in the gas phase, with properties calculated with ωB97M-V with the def2-TZVPD basis set.

## Properties
Kohn-Sham gap	9.1	eV
energy above the lowest of the compared OMol25 structures with the same formula, charge and spin	232.0	kJ/mol
lowest unoccupied orbital energy	0.46	eV
SMILES	[H]/N=[N+](\[O-])[C@H](N)NN
max |F|	6.03	eV Å⁻¹

Element x y z (Å)
H 0.2562 -0.6129 -1.5260
H 2.1537 0.7970 -0.9164
N 1.8474 0.9351 0.0576
N 1.2108 -0.1992 0.3683
H -1.2885 2.2146 0.2881
N -1.1174 0.4513 -0.0809
N -0.7103 1.6325 -0.1902
N -0.5068 -1.9631 -0.2054
C 0.0488 -0.6886 -0.4083
H 0.9572 -0.1862 1.3874
H -1.5418 -1.7424 -0.0782
O -2.1841 -0.0009 0.3924
H -0.2064 -2.3189 0.7431
H 1.0810 1.6816 0.1686

Entry 2:
Below is C6H12 in the gas phase, with properties calculated with ωB97M-V with the def2-TZVPD basis set.

## Properties
Kohn-Sham gap	11.4	eV
energy above the lowest of the compared OMol25 structures with the same formula, charge and spin	106.3	kJ/mol
lowest unoccupied orbital energy	1.30	eV
SMILES	CCCC1CC1
max |F|	0.26	eV Å⁻¹

Element x y z (Å)
H -1.5676 0.7868 1.8465
H 2.5436 0.4314 0.3722
H -1.3924 1.2233 0.1452
C 2.1425 0.3425 -0.6358
H 0.4862 -2.0563 0.4245
H 0.6072 -0.5789 1.3622
C -1.3510 -0.9163 0.5176
H 0.6400 -0.8652 -1.6926
C 0.9230 1.1670 -0.9357
H 2.8938 0.1964 -1.4067
C -1.8442 0.4967 0.8257
H 0.5610 1.8318 -0.1569
H -1.7070 -1.6072 1.2934
C 0.8037 -0.3259 -0.7605
H -1.7819 -1.2695 -0.4288
H 0.7963 1.5575 -1.9434
C 0.1775 -1.0018 0.4437
H -2.9306 0.5874 0.7295